<A>
16
Properties=species:S:1:pos:R:3:mulliken_charge:R:1 method="wB97M-V/def2-TZVPD" orbital_gap_ev=9.6 total_charge=+1 smiles="[NH2+]=C1CN(N=O)CN1O"
C -0.77 1.17 -0.14 -0.576
C -1.14 -0.98 0.47 -0.673
C 0.42 0.28 -0.24 0.444
N 0.21 -0.96 0.10 0.333
N -3.15 0.50 -0.29 -0.259
N -1.85 0.17 -0.02 0.491
N 1.60 0.78 -0.54 -0.343
O 1.03 -2.02 0.05 -0.428
O -3.93 -0.41 -0.27 -0.371
H -0.83 1.88 0.67 0.338
H -1.05 1.93 -1.02 0.347
H -1.76 -1.79 0.03 0.467
H -1.12 -0.92 1.53 0.331
H 0.65 -2.80 -0.37 0.410
H 2.36 0.15 -0.75 0.247
H 1.75 1.73 -0.34 0.242

<B>
16
Properties=species:S:1:pos:R:3:mulliken_charge:R:1 method="wB97M-V/def2-TZVPD" orbital_gap_ev="8.5 / 7.1" total_charge=+1 smiles="NN1CCN=C1[N+](=O)O"
C 0.81 0.30 0.00 0.408
C -0.95 1.79 -0.13 -0.221
C -1.50 0.43 0.26 -0.588
N 0.46 1.78 -0.12 -0.300
N -0.23 -0.44 0.15 0.300
N 2.17 -0.02 0.06 0.738
N -0.14 -1.78 -0.19 -0.860
O 3.07 0.77 0.18 -0.406
O 2.55 -1.32 -0.03 -0.401
H -1.27 1.79 -1.21 0.278
H -1.25 2.68 0.60 0.346
H -2.01 0.27 1.22 0.312
H -2.25 0.10 -0.47 0.329
H 1.87 -1.96 -0.14 0.470
H -0.94 -1.98 -0.80 0.314
H -0.38 -2.41 0.60 0.281

Ordering by calculated energy gives the sequence <A>, <B>, with the first entry being the most stable.

<A>
9
Properties=species:S:1:pos:R:3:mulliken_charge:R:1 method="wB97M-V/def2-TZVPD" orbital_gap_ev="8.6 / 8.6"
C 0.73 0.24 0.63 -0.667
C -1.21 -0.20 -0.62 -0.269
O -0.86 0.10 -1.88 -0.381
Br 1.52 1.86 0.01 -0.127
Br -2.44 1.00 0.19 -0.087
H 0.27 0.42 1.62 0.408
H 1.33 -0.64 0.15 0.336
H -1.31 -1.27 -0.25 0.409
H -0.74 1.03 -1.84 0.379

<B>
9
Properties=species:S:1:pos:R:3:mulliken_charge:R:1 method="wB97M-V/def2-TZVPD" orbital_gap_ev=10.8 smiles=O[C@H](Br)CBr
C 0.60 -0.57 -0.14 -0.720
C -0.37 0.69 -0.06 -0.347
O -0.98 0.85 1.10 -0.403
Br 2.16 -0.19 1.06 -0.157
Br -1.47 0.24 -1.76 -0.224
H 0.21 -1.63 0.07 0.416
H 1.02 -0.82 -1.15 0.405
H 0.15 1.47 -0.40 0.598
H -1.31 -0.04 1.27 0.433

Ordering by calculated energy gives the sequence <B>, <A>, with the first entry being the most stable.

<A>
10
Properties=species:S:1:pos:R:3:mulliken_charge:R:1 method="wB97M-V/def2-TZVPD" orbital_gap_ev=9.4
C 0.48 0.13 0.78 0.218
C -0.51 1.16 -1.20 -0.835
N -0.35 0.31 -0.07 -0.238
N 0.26 -1.51 1.82 -0.470
Cl -0.97 -2.31 0.89 -0.123
H 1.57 0.26 1.09 0.268
H 0.17 1.94 -1.36 0.320
H -1.48 1.47 -1.52 0.302
H -0.36 0.45 -2.04 0.303
H 1.19 -1.90 1.61 0.256

<B>
10
Properties=species:S:1:pos:R:3:mulliken_charge:R:1 method="wB97M-V/def2-TZVPD" orbital_gap_ev="8.3 / 8.5"
C 0.77 0.15 -1.19 0.109
C -0.66 0.23 1.46 -0.797
N 0.37 -0.61 -2.05 -0.279
N 0.27 -0.62 0.82 -0.468
Cl 0.66 -0.25 -3.68 -0.090
H 1.40 1.01 -1.17 0.353
H -1.59 0.45 1.00 0.291
H -0.79 -0.14 2.43 0.366
H -0.20 1.23 1.61 0.277
H -0.22 -1.47 0.77 0.237

<C>
10
Properties=species:S:1:pos:R:3:mulliken_charge:R:1 method="wB97M-V/def2-TZVPD" orbital_gap_ev=10.3 smiles="[H]/N=C/CNCl"
C 0.32 0.96 0.27 -0.097
C 0.24 -0.46 -0.37 -0.422
N 1.33 1.31 0.87 -0.523
N -1.25 -0.77 -0.35 -0.399
Cl -1.49 -2.27 -1.18 -0.144
H -0.63 1.42 -0.04 0.389
H 0.72 -0.43 -1.31 0.364
H 0.99 -1.01 0.17 0.303
H 1.49 2.12 1.41 0.242
H -1.73 -0.87 0.52 0.287

Ordering by calculated energy gives the sequence <C>, <A>, <B>, with the first entry being the most stable.

<A>
9
Properties=species:S:1:pos:R:3:mulliken_charge:R:1 method="wB97M-V/def2-TZVPD" orbital_gap_ev=10.3
C -0.11 0.31 -0.19 0.402
H -0.86 -1.49 2.05 0.313
N 0.16 0.54 -1.61 0.807
N 0.89 0.75 0.59 -0.084
N 0.67 0.10 1.77 -0.362
N -0.46 -0.66 1.47 0.253
N -1.01 -0.59 0.22 -0.387
O 0.82 1.49 -1.86 -0.448
O -0.11 -0.44 -2.44 -0.496

<B>
9
Properties=species:S:1:pos:R:3:mulliken_charge:R:1 method="wB97M-V/def2-TZVPD" orbital_gap_ev=9.2 smiles="O=Nc1nnnn1O"
C 0.12 -0.52 0.30 0.273
N 1.34 -0.84 -0.02 -0.207
N 1.70 -0.17 -1.07 -0.321
N 0.73 0.66 -1.44 -0.361
N -0.89 -1.06 1.67 0.234
N -0.23 0.48 -0.61 0.598
O -0.35 -1.80 2.38 -0.184
O -1.41 1.18 -0.60 -0.416
H -1.02 2.07 -0.61 0.385

Ordering by calculated energy gives the sequence <A>, <B>, with the first entry being the most stable.